Density functional theory data (the ωB97M-V functional and the def2-TZVPD basis) for one molecule with the formula CH3NO2S at a distorted geometry.

Element x y z (Å)
C 1.2652 0.4206 0.4467
N -0.8005 0.1016 -0.9226
O 2.2420 0.9893 0.8287
O 0.3647 1.0105 -0.3325
S -1.3039 -1.1392 0.1242
H 0.7952 -0.6484 0.7570
H -0.4997 -0.4242 -1.8254
H -2.0629 -0.3103 0.9238

Cartesian forces (eV/Å) of the 3 atoms listed first:
-1.4 -1.1 0.9
-2.3 -5.8 -2.5
0.0 -0.8 -0.1

## Properties
- maximum force (eV Å⁻¹) = 6.7
- calculated total energy (Ha) = -643.07493
- HOMO level (alpha / beta) (eV) = -6.185 / -10.399
- 2S+1 = 3
- LUMO energy (alpha / beta) (eV) = 0.370 / -3.374